A 2-piece molecular cluster, C3H3BrN2O3 overall at a distorted geometry. Source: OMol25; level of theory: ωB97M-V with the def2-TZVPD basis set.

CARTESIAN COORDINATES (ANGSTROEM)
C -0.1896 -0.5095 -1.4818
C -0.5700 -0.8190 0.8064
C 0.4404 -0.7802 -0.2118
N -1.4871 -0.4431 -1.2811
N 0.7157 1.7935 0.4004
O 1.3114 2.6940 -0.1354
O -0.0434 1.8644 1.3690
O -1.7444 -0.7990 0.0141
Br 2.2325 -0.9708 0.0438
H 0.3950 -0.5441 -2.2952
H -0.5880 -1.7322 1.5410
H -0.4724 0.2460 1.2305

Computed properties:
HOMO level (alpha / beta): -8.0718 / -9.7439 eV
Calculated total energy: -3025.102082 hartree
Kohn-Sham gap (alpha / beta): 5.764 / 8.281 eV
Energy relative to the best compared isomer or geometry (same formula, charge and spin): 2.223 eV
Multiplicity: 1